18
Properties=species:S:1:pos:R:3:forces:R:3 method="wB97M-V/def2-TZVPD" energy_ev=-11948.647 multiplicity=1
C -1.6400 -1.0835 -0.3064 1.0 -1.5 -0.5
C -1.1928 -1.2783 1.2006 4.9 1.8 -7.1
C -0.0072 -0.3808 1.3181 2.5 1.2 2.4
C 0.4744 0.0543 0.1071 -3.0 -3.1 3.4
C -0.3116 -0.5195 -0.9905 -3.7 2.2 2.5
C 1.5459 0.9074 -0.1145 3.3 2.3 1.0
H -3.3416 -0.5562 0.0734 -2.4 -0.3 0.5
H -2.5927 0.8594 0.1825 0.4 -3.2 -2.6
H -2.0562 -2.2194 -0.6990 1.2 3.5 0.6
H -1.8555 -1.3243 1.8547 -6.6 1.8 5.9
H -1.0482 -2.2758 1.3525 2.1 -3.3 -0.3
H 0.5308 -0.1419 2.4532 -1.7 -0.5 -3.7
H -0.5060 0.3048 -1.6368 -0.9 0.6 -0.8
H 0.1799 -1.1475 -1.5514 2.8 -3.8 -2.8
H 2.9928 1.5966 -1.3136 -2.9 -4.8 1.0
N -2.7043 -0.0926 -0.5134 0.7 2.6 2.3
O 2.3260 0.5743 -1.1498 2.7 4.5 -1.7
O 1.8508 1.8451 0.5988 -0.4 0.1 -0.2